This record from the OMol25 dataset describes C15H11BF4MnN2OS4 as an isolated structure. The level of theory is ωB97M-V/def2-TZVPD.

Structure (XYZ):
```
39
Properties=species:S:1:pos:R:3:lowdin_charge:R:1
Mn -0.1735 0.2662 -0.0329 0.55
C -0.5544 -1.7645 -2.5008 -0.18
N -0.5523 -1.4703 -1.0575 -0.08
C -0.9823 -2.3878 -0.2489 -0.05
C -0.9446 -2.1524 1.1441 -0.32
C -1.3442 -2.8736 2.2646 -0.04
C -1.0835 -2.0529 3.3673 -0.09
C -0.5323 -0.8705 2.8670 -0.15
N -0.4330 -0.9315 1.5327 -0.08
C -1.9426 -1.9017 -3.0781 -0.22
C -2.8425 -0.8460 -2.9658 -0.01
C -4.1259 -0.9645 -3.4721 -0.06
C -4.5194 -2.1365 -4.1099 -0.10
C -3.6224 -3.1875 -4.2408 -0.10
C -2.3368 -3.0692 -3.7220 -0.06
H 0.0107 -2.6828 -2.6753 0.12
H -0.0199 -0.9653 -3.0089 0.06
H -1.3598 -3.3298 -0.6445 0.15
H -1.7855 -3.8592 2.2625 0.10
H -1.2714 -2.2761 4.4061 0.09
H -0.2077 0.0057 3.4086 0.10
H -2.5474 0.0732 -2.4769 0.10
H -4.8143 -0.1374 -3.3519 0.11
H -5.5255 -2.2323 -4.4999 0.10
H -3.9225 -4.1035 -4.7365 0.09
H -1.6368 -3.8943 -3.8140 0.10
O 3.0378 6.1540 -1.3514 -0.08
C 2.4868 5.1077 -1.1185 -1.03
S 1.9772 3.9609 -2.3677 0.95
C 1.3359 2.7535 -1.2757 -1.13
C 1.4009 3.0090 0.0308 -1.14
S 0.8638 1.8852 1.2543 0.60
S 2.1258 4.5267 0.5152 0.96
S 0.7175 1.2508 -1.9182 0.61
F -3.8515 2.3652 0.7308 0.14
B -3.5623 1.3465 -0.1550 -1.20
F -4.2027 0.1518 0.1690 0.12
F -3.7886 1.7044 -1.4832 0.12
F -2.0964 1.0738 -0.0373 -0.04
```

Properties
Gap between HOMO and LUMO (spin up / spin down) ... 6.108 / 7.120 eV
Strongest force on any atom ... 0.52 eV/A
Total charge ... -1
E ... -106980.1228 eV
Multiplicity ... 5
LUMO level (spin up / spin down) ... 1.29 / 2.11 eV

---

This record from the OMol25 dataset describes C15H11ClFNO2 in the gas phase at a distorted geometry. The level of theory is ωB97M-V/def2-TZVPD.

Structure (XYZ):
```
31
Properties=species:S:1:pos:R:3:lowdin_charge:R:1
C -0.3493 4.7719 -0.9985 -0.06
C 0.0371 3.3727 -0.6161 -0.24
C -1.0788 2.3944 -0.4636 0.01
C -0.8342 0.9508 -0.5910 0.01
C 0.4838 0.4741 -0.5543 -0.22
C 1.5074 1.4782 -0.3904 -0.15
C 1.2689 2.8420 -0.3274 -0.02
C 2.7819 0.8122 0.0100 -0.01
C 2.2581 -0.6045 -0.0225 -0.38
O 2.9293 -1.5729 0.3987 0.06
N 0.9888 -0.7658 -0.5031 0.08
C 0.0044 -1.7527 -0.0225 -0.10
C -0.2425 -1.9745 1.3724 -0.14
F 0.5127 -1.2592 2.2898 0.07
C -1.1264 -2.9137 1.8536 0.04
C -1.7620 -3.8222 1.0603 -0.27
O -2.5371 -4.8928 1.5539 0.03
C -1.6323 -3.6295 -0.3189 -0.04
C -0.7721 -2.6620 -0.8126 -0.59
Cl -0.7035 -2.5610 -2.5159 0.74
H -0.4377 5.4136 -0.0823 0.10
H -1.2143 4.8401 -1.5361 0.04
H 0.3743 5.2828 -1.6083 0.07
H -2.1164 2.6922 -0.4229 0.09
H -1.7075 0.1863 -0.7169 0.14
H 2.1025 3.4926 -0.2073 0.12
H 3.5563 0.9446 -0.7936 0.16
H 3.0532 1.1438 1.0073 0.14
H -1.1899 -2.9687 2.9074 0.13
H -1.9053 -5.5284 1.9627 0.13
H -2.2492 -4.1843 -0.9120 0.09
```

Properties
Gap between HOMO and LUMO ... 8.615 eV
Strongest force on any atom ... 7.30 eV/A
SMILES string ... Cc1ccc2c(c1)CC(=O)N2c1c(F)cc(O)cc1Cl
E ... -36556.7122 eV
Energy above the lowest of the compared OMol25 structures with the same formula, charge and spin ... 193.2 kJ/mol
LUMO level ... 0.51 eV

---

This record from the OMol25 dataset describes C15H11CoF6N3O7S2 as an isolated structure. The level of theory is ωB97M-V/def2-TZVPD.

Structure (XYZ):
```
45
Properties=species:S:1:pos:R:3:lowdin_charge:R:1
Co 0.2402 -0.2550 -0.5931 0.63
F -3.5872 1.3529 -2.7190 0.16
C -3.0529 1.8809 -1.6273 -0.68
F -1.8751 2.4290 -1.9394 0.13
F -3.8517 2.8235 -1.1506 0.17
S -2.8081 0.5610 -0.3742 0.65
O -1.7009 -0.2351 -0.9380 -0.35
O -4.0559 -0.1097 -0.2795 -0.22
N -2.4364 1.2877 0.9506 -0.26
S -1.0108 1.7482 1.4275 0.65
O 0.0323 1.5647 0.4096 -0.32
O -0.7231 1.3039 2.7517 -0.24
C -1.1970 3.5663 1.5158 -0.69
F -0.0700 4.0852 1.9856 0.16
F -2.1999 3.8747 2.3236 0.16
F -1.4365 4.0591 0.3053 0.15
N 0.3081 -4.1643 5.2044 0.18
C -0.4114 -4.3401 4.0701 -0.49
O -1.1838 -5.2616 3.9160 0.08
C -0.2127 -3.3240 2.9646 -0.10
C -1.0845 -3.3939 1.8905 0.03
C -0.9544 -2.4856 0.8634 -0.06
N 0.0003 -1.5502 0.8616 0.00
C 0.8573 -1.4853 1.8859 -0.07
C 0.7740 -2.3518 2.9578 0.03
H 0.1635 -4.8206 5.9522 0.12
H 0.8827 -3.3609 5.3723 0.09
H -1.8542 -4.1512 1.8763 0.13
H -1.6313 -2.4860 0.0202 0.12
H 1.6251 -0.7287 1.8229 0.13
H 1.5015 -2.2471 3.7509 0.12
O 4.1154 -0.2988 -1.2064 0.09
C 2.9384 -0.0681 -1.3364 -0.54
O 2.0392 -0.5220 -0.4815 -0.12
C 2.4456 0.7244 -2.5264 -0.12
C 1.1708 1.2648 -2.6387 -0.04
C 0.7669 1.9556 -3.7724 -0.06
C 1.6612 2.1196 -4.8200 -0.07
C 2.9449 1.6007 -4.7188 -0.06
C 3.3330 0.9141 -3.5781 -0.01
H 0.4329 1.2542 -1.8319 0.06
H -0.2274 2.3762 -3.8284 0.10
H 1.3583 2.6600 -5.7078 0.11
H 3.6460 1.7318 -5.5328 0.11
H 4.3278 0.5015 -3.4781 0.12
```

Properties
Gap between HOMO and LUMO (spin up / spin down) ... 8.887 / 8.959 eV
Strongest force on any atom ... 0.58 eV/A
E ... -110139.1100 eV
Multiplicity ... 2
LUMO level (spin up / spin down) ... -0.85 / -0.77 eV

---

This record from the OMol25 dataset describes C15H11INa as an isolated structure at a distorted geometry. The level of theory is ωB97M-V/def2-TZVPD.

Structure (XYZ):
```
28
Properties=species:S:1:pos:R:3:lowdin_charge:R:1
Na -1.6927 -0.0437 0.7143 0.24
C -2.9503 -0.7709 2.7051 -0.22
C -2.8751 0.6232 2.7910 -0.22
C -3.6270 1.1595 1.7436 -0.21
C -4.1691 0.1012 1.0129 -0.22
C -3.7484 -1.0915 1.6046 -0.22
H -2.5407 -1.4756 3.4224 0.08
H -2.3945 1.1875 3.5841 0.08
H -3.8373 2.2117 1.5852 0.08
H -4.8636 0.1898 0.1858 0.08
H -4.0699 -2.0877 1.3207 0.08
I -1.3792 0.0033 -2.6034 0.86
C 0.7592 -0.0029 -2.4081 -0.60
C 1.4689 0.0010 -3.5753 -0.20
C 2.8709 0.0017 -3.5352 -0.11
C 3.5080 0.0017 -2.3269 -0.06
C 2.7782 -0.0015 -1.1196 -0.19
C 3.4259 0.0018 0.1290 -0.08
C 2.6918 0.0021 1.2838 -0.12
C 1.2918 -0.0066 1.2347 -0.17
C 0.5537 -0.0140 0.0587 -0.13
C 1.3454 -0.0067 -1.1294 -0.28
H 0.9644 0.0042 -4.5311 0.07
H 3.4286 0.0031 -4.4641 0.09
H 4.5912 0.0053 -2.2723 0.10
H 4.5094 0.0046 0.1580 0.09
H 3.1957 0.0072 2.2468 0.09
H 0.7647 -0.0070 2.1859 0.07
```

Properties
Gap between HOMO and LUMO ... 6.652 eV
Strongest force on any atom ... 1.02 eV/A
Total charge ... -1
E ... -28251.1076 eV
LUMO level ... 2.49 eV

---

This record from the OMol25 dataset describes C15H12ClErN2O11S as an isolated structure at a distorted geometry. The level of theory is ωB97M-V/def2-TZVPD.

Structure (XYZ):
```
43
Properties=species:S:1:pos:R:3:lowdin_charge:R:1
Er 1.7001 0.0143 0.0626 1.45
C 1.2508 3.8347 -3.7002 -0.09
O 0.9254 2.4889 -4.0605 -0.13
C -0.2942 1.9740 -3.6270 -0.20
C -1.4506 2.3196 -4.3337 -0.06
C -2.6341 1.6386 -4.0925 -0.15
C -2.6735 0.6201 -3.1426 -0.08
C -1.5270 0.2944 -2.3580 -0.13
C -1.7170 -0.5805 -1.2100 -0.05
N -0.8854 -0.6771 -0.1535 -0.06
N -1.2925 -1.4416 0.8613 0.03
C -0.4387 -1.3273 1.8893 -0.46
O 0.5201 -0.5159 1.8800 -0.17
C -0.6679 -2.0649 3.1485 -0.12
C -1.7068 -2.9913 3.1978 -0.03
C -1.8803 -3.7349 4.3693 -0.10
C -1.1119 -3.4851 5.5250 -0.11
C -0.0844 -2.5041 5.4573 -0.10
C 0.1343 -1.8012 4.2733 -0.02
C -0.2610 0.9833 -2.5417 -0.28
O 0.7755 0.8735 -1.8182 -0.14
H 2.0411 4.2164 -4.4011 0.08
H 1.6757 3.7555 -2.6759 0.08
H 0.3543 4.5278 -3.6746 0.09
H -1.3929 3.1086 -5.0836 0.10
H -3.5597 1.8199 -4.5895 0.07
H -3.5848 0.1279 -2.8534 0.08
H -2.6055 -1.1702 -1.1945 0.09
H -2.3757 -3.0417 2.4095 0.08
H -2.5894 -4.5498 4.3272 0.08
H -1.3440 -3.9957 6.4358 0.07
H 0.5730 -2.3021 6.3349 0.10
H 0.9558 -1.1042 4.1779 0.11
O 1.1452 3.8901 0.1238 -0.31
Cl 2.1040 2.9778 0.6932 0.69
O 3.1326 3.6630 1.3772 -0.30
O 1.4814 1.9725 1.4978 -0.39
O 2.7270 2.1324 -0.3870 -0.43
O 3.6600 -3.3514 -0.6831 -0.34
S 2.9901 -2.0783 -0.4735 0.41
O 1.4509 -2.0609 -0.8749 -0.46
O 3.5505 -0.7708 -1.1278 -0.46
O 2.9295 -1.6842 1.0152 -0.46
```

Properties
Gap between HOMO and LUMO (spin up / spin down) ... 6.222 / 6.221 eV
Strongest force on any atom ... 4.20 eV/A
Total charge ... -2
E ... -92230.0721 eV
Multiplicity ... 4
LUMO level (spin up / spin down) ... 4.71 / 4.71 eV

---

This record from the OMol25 dataset describes C15H12F3O3PPd as an isolated structure at a distorted geometry. The level of theory is ωB97M-V/def2-TZVPD.

Structure (XYZ):
```
35
Properties=species:S:1:pos:R:3:lowdin_charge:R:1
C 0.5537 3.1540 -4.7553 -0.21
P 0.4276 1.2683 -4.4418 1.11
O 1.9998 0.6712 -4.0322 -0.26
C -0.5872 0.9344 -2.8666 -0.22
C -1.3166 -0.3033 -2.8407 0.03
C -2.1580 -0.6635 -1.5050 -0.24
O -3.2444 -1.2856 -1.5322 0.11
C -1.4723 -0.1501 -0.1368 0.00
C -1.5057 -0.9257 1.1935 0.07
C -0.7628 -0.3067 2.4135 -0.13
C -0.7533 -1.1368 3.7863 -0.13
C 0.1603 -2.4565 3.5055 -0.09
C 1.5693 -2.1034 2.8381 -0.04
F 1.7227 -1.8520 1.4255 0.03
C 2.8050 -2.0566 3.6171 -0.02
F 3.1595 -1.0112 4.4714 0.15
F 3.7080 -3.1396 3.4570 0.13
C -0.0150 1.0644 2.4016 0.05
C 0.0213 1.8534 1.0606 0.05
C -0.6804 1.2281 -0.1712 -0.01
C -0.6475 1.9619 -1.6075 -0.25
O -0.7021 3.2010 -1.7205 0.10
H 1.5439 3.5918 -4.3850 0.08
H 0.3920 3.3984 -5.8748 0.08
H -0.2908 3.7169 -4.2025 0.08
H 2.0058 0.3994 -3.0754 0.09
H -1.3291 -1.0463 -3.7233 0.02
H -2.0357 -1.9289 1.2560 0.13
H -1.8376 -1.4380 4.0557 0.14
H -0.3231 -0.4798 4.6123 0.12
H 0.2499 -3.0169 4.5067 0.14
H -0.3781 -3.1880 2.7900 0.15
H 0.4948 1.4625 3.3438 0.13
H 0.5669 2.8490 1.0020 0.13
Pd -1.3898 -2.2935 -5.0124 0.48
```

Properties
Gap between HOMO and LUMO ... 1.926 eV
Strongest force on any atom ... 5.07 eV/A
Total charge ... +2
E ... -42779.9558 eV
LUMO level ... -12.03 eV

---

This record from the OMol25 dataset describes C15H12IMnN3O2S as an isolated structure at a distorted geometry. The level of theory is ωB97M-V/def2-TZVPD.

Structure (XYZ):
```
35
Properties=species:S:1:pos:R:3:lowdin_charge:R:1
Mn 3.7489 0.9536 14.0147 0.52
C 4.7661 -1.7501 10.5894 -0.01
C 4.1998 -2.4981 11.7595 -0.25
N 3.9861 -3.7849 11.6840 0.15
C 3.4656 -4.4187 12.7532 -0.07
C 3.1081 -3.8225 13.9536 -0.14
C 2.6141 -4.6709 15.0818 -0.18
O 1.5044 -4.1006 15.8123 -0.07
C 3.2857 -2.4241 14.0776 -0.07
C 2.9395 -1.6920 15.2461 0.02
N 3.1564 -0.3894 15.4850 -0.03
C 2.8842 0.0708 16.8000 -0.29
C 2.5840 -0.8048 17.8641 0.00
C 2.3724 -0.3232 19.1689 -0.04
C 2.4555 1.0391 19.4406 -0.05
C 2.7334 1.9254 18.3876 -0.13
C 2.9550 1.4744 17.0797 -0.55
I 3.4522 2.8492 15.5751 1.34
C 3.8504 -1.7973 12.9548 -0.25
O 4.1443 -0.5436 12.7824 -0.23
H 4.9549 -2.4842 9.7865 0.10
H 5.6534 -1.1633 10.8721 0.09
H 4.0359 -0.9921 10.2166 0.10
H 3.3086 -5.4991 12.6320 0.13
H 3.4075 -4.8642 15.8346 0.14
H 2.3541 -5.6508 14.6346 0.13
H 0.7042 -4.4596 15.4081 0.11
H 2.4060 -2.2901 15.9809 0.10
H 2.5373 -1.8779 17.6501 0.11
H 2.1653 -1.0355 19.9824 0.13
H 2.2853 1.4061 20.4581 0.12
H 2.7972 3.0032 18.5817 0.11
S 4.1763 2.1209 12.1017 0.68
C 4.1511 3.7603 12.4325 -0.83
N 4.1418 4.9163 12.6197 0.10
```

Properties
Gap between HOMO and LUMO (spin up / spin down) ... 5.255 / 6.672 eV
Strongest force on any atom ... 3.58 eV/A
Total charge ... +1
E ... -74563.7243 eV
Multiplicity ... 5
LUMO level (spin up / spin down) ... -6.49 / -5.15 eV

---

This record from the OMol25 dataset describes C15H12N2O in the gas phase at a distorted geometry. The level of theory is ωB97M-V/def2-TZVPD.

Structure (XYZ):
```
30
Properties=species:S:1:pos:R:3:lowdin_charge:R:1
N -2.5258 -0.4196 0.2648 0.11
N -1.3736 0.2780 -0.2258 -0.02
C -0.1874 -0.3653 -0.5165 -0.15
C -0.1345 -1.8727 -0.3854 -0.17
C -0.7061 -2.8472 -1.2191 -0.03
C -0.4633 -4.2056 -0.8563 -0.10
C 0.0998 -4.6187 0.3167 -0.09
C 0.5115 -3.5952 1.1917 -0.08
C 0.3501 -2.2508 0.8980 -0.02
C 0.9945 0.3695 -0.5686 0.03
C 0.9079 1.8247 -0.4411 -0.13
C 2.1345 2.5439 -0.2756 -0.04
C 2.1119 3.8952 0.0127 -0.07
C 0.8824 4.5384 0.2864 -0.06
C -0.3081 3.8288 0.1616 -0.01
C -0.3001 2.4851 -0.1373 -0.12
C -1.4376 1.6535 -0.0098 -0.36
O -2.4262 2.1403 0.5744 0.02
H -3.2798 0.2350 0.5240 0.09
H -2.7615 -1.2706 -0.3235 0.12
H -0.9442 -2.4088 -2.1987 0.12
H -0.5930 -4.9299 -1.7332 0.13
H 0.3006 -5.6568 0.6341 0.11
H 0.8328 -3.8595 2.1682 0.09
H 0.5781 -1.6757 1.7574 0.11
H 1.9581 -0.0422 -0.4934 0.10
H 3.0501 1.9203 -0.3022 0.12
H 3.0840 4.3964 0.1147 0.11
H 0.9032 5.5696 0.3880 0.08
H -1.2582 4.3401 0.3940 0.13
```

Properties
Gap between HOMO and LUMO ... 8.275 eV
Strongest force on any atom ... 3.84 eV/A
SMILES string ... Nn1c(-c2ccccc2)cc2ccccc2c1=O
E ... -20775.5804 eV
Energy above the lowest of the compared OMol25 structures with the same formula, charge and spin ... 313.5 kJ/mol
LUMO level ... 0.53 eV